{
  "formula": "C8H19Cl8FO2PS",
  "method": "wB97M-V/def2-TZVPD",
  "homo_ev": -12.51,
  "gap_ev": 6.903,
  "charge": 1,
  "species": ["Cl", "Cl", "Cl", "Cl", "Cl", "Cl", "Cl", "Cl", "S", "P", "F", "O", "O", "C", "C", "C", "C", "C", "C", "C", "C", "H", "H", "H", "H", "H", "H", "H", "H", "H", "H", "H", "H", "H", "H", "H", "H", "H", "H", "H"],
  "positions_angstrom": [[5.7212, -0.7355, -3.2682], [0.0606, 0.1361, 1.1104], [-4.1262, -1.4566, 2.4641], [2.3011, -2.3602, 1.0458], [-0.8824, -3.4334, 0.4357], [3.1046, 0.5986, -4.9880], [-1.9844, 0.9603, -1.4760], [-2.5416, -2.0344, 5.4194], [1.4282, 4.0397, -1.6782], [-0.7308, 4.1771, -1.8572], [2.0626, 4.3655, -3.0387], [1.7540, 5.0937, -0.8332], [1.8529, 2.7694, -1.2678], [-2.2090, -0.3894, -0.3065], [3.7219, 1.1177, -3.3978], [5.2192, 0.9706, -3.2976], [0.6369, -4.1778, -0.1415], [-1.7130, -0.0312, 1.0660], [-4.7295, -1.0690, 4.1014], [-3.6150, -0.6687, 5.0342], [1.7512, -4.0456, 0.8637], [-0.9628, 4.7744, -3.1122], [-5.2704, -1.9360, 4.4711], [3.2092, 0.5404, -2.6319], [-4.0350, -0.3165, 5.9749], [-1.3610, 2.8965, -1.8103], [2.6126, -4.6249, 0.5355], [5.7236, 1.4574, -4.1288], [-1.9801, -0.8163, 1.7685], [-2.1470, 0.9023, 1.4183], [-3.0068, 0.1278, 4.6109], [-1.2450, 5.0531, -0.8838], [0.4245, -5.2308, -0.3174], [0.8985, -3.7175, -1.0910], [1.4483, -4.4071, 1.8432], [-5.4347, -0.2466, 3.9933], [5.5706, 1.4219, -2.3704], [-1.6961, -1.2599, -0.7086], [3.4447, 2.1595, -3.2780], [-3.2755, -0.6047, -0.2732]],
  "nbo_charge": [-0.042, -0.052, -0.082, -0.059, -0.082, -0.058, -0.106, -0.043, 2.216, 0.435, -0.428, -0.859, -0.820, -0.358, -0.381, -0.395, -0.376, -0.412, -0.375, -0.394, -0.390, 0.108, 0.235, 0.227, 0.233, 0.136, 0.232, 0.227, 0.265, 0.215, 0.216, 0.132, 0.232, 0.225, 0.229, 0.226, 0.225, 0.258, 0.197, 0.242]
}

=====

{
  "formula": "H10O5",
  "method": "wB97M-V/def2-TZVPD",
  "homo_ev": -10.69,
  "smiles": "O.O.O.O.O",
  "gap_ev": 11.456,
  "relative_energy_kj_mol": 150.6,
  "charge": 0,
  "species": ["O", "O", "O", "O", "O", "H", "H", "H", "H", "H", "H", "H", "H", "H", "H"],
  "positions_angstrom": [[3.7842, 0.6309, -1.4958], [3.0196, -0.1863, 0.8469], [-2.8168, -1.7071, 0.2954], [-3.3052, 0.7052, 0.8910], [-0.7504, 0.5445, -0.5869], [-0.7192, 1.4083, -1.0134], [3.9220, -0.3639, 0.5584], [3.5842, 1.1926, -0.7385], [-1.9078, -1.7987, 0.6028], [4.2146, 1.2248, -2.1211], [2.6274, -1.0615, 0.9427], [-2.8047, 1.5095, 1.0685], [-3.6556, 0.4521, 1.7525], [-1.5697, 0.1528, -0.9102], [-3.1427, -2.6133, 0.2540]],
  "nbo_charge": [-0.944, -0.947, -0.935, -0.932, -0.949, 0.464, 0.474, 0.480, 0.472, 0.463, 0.474, 0.465, 0.468, 0.485, 0.463]
}

=====

{
  "formula": "C8H23BMnO5",
  "method": "wB97M-V/def2-TZVPD",
  "multiplicity": 6,
  "homo_ev": [1.25, 1.25],
  "gap_ev": [3.744, 3.734],
  "relative_energy_kj_mol": 195.8,
  "charge": -2,
  "species": ["Mn", "O", "O", "O", "O", "O", "C", "C", "C", "C", "C", "C", "C", "C", "B", "H", "H", "H", "H", "H", "H", "H", "H", "H", "H", "H", "H", "H", "H", "H", "H", "H", "H", "H", "H", "H", "H", "H"],
  "positions_angstrom": [[-0.4546, 0.7395, -0.4272], [-1.5294, -3.5211, -0.7497], [-1.9753, -0.6188, -0.0269], [1.1438, -0.2611, 0.6668], [-0.2059, -0.3204, -2.2162], [-0.6670, 1.3109, 1.8455], [-1.7803, -1.6433, 0.8972], [-1.6329, 2.0592, 2.5438], [0.7671, -0.0350, -3.1085], [-1.3521, -3.1125, 0.4796], [0.3581, 0.8081, 2.6729], [0.6376, -0.8016, -4.4401], [1.9211, -1.3753, 0.2752], [1.5682, 0.3769, 1.8465], [-0.2041, 2.8775, -0.8581], [2.2753, 1.1919, 1.6440], [-1.0356, -1.2881, 1.6659], [2.1476, -0.3299, 2.4567], [-0.4137, -0.8292, -4.7321], [0.6680, 1.5955, 3.3779], [-2.2428, 1.3724, 3.1397], [-0.1517, 4.0845, -0.8678], [-0.0144, -0.0536, 3.2388], [-1.1490, 2.8660, 3.1038], [0.9892, -1.8311, -4.3692], [-2.2888, 2.5038, 1.7969], [1.8071, -0.2485, -2.7185], [1.2276, -0.2011, -5.1465], [1.5119, -1.7607, -0.6578], [0.0206, 2.4594, -1.9723], [0.6730, 2.3722, -0.2252], [0.8506, 1.0567, -3.3377], [-0.2779, -3.2794, 0.8052], [2.9689, -1.0682, 0.1671], [-1.9987, -3.7245, 1.1873], [-1.2594, 2.5384, -0.4179], [-2.7445, -1.7249, 1.4525], [1.8424, -2.1848, 1.0083]],
  "nbo_charge": [1.477, -0.917, -0.972, -0.578, -0.929, -0.552, -0.065, -0.236, -0.012, -0.002, -0.071, -0.631, -0.249, -0.062, -0.779, 0.170, 0.040, 0.170, 0.204, 0.152, 0.178, -0.012, 0.187, 0.152, 0.187, 0.213, 0.064, 0.160, 0.258, 0.016, -0.051, 0.097, 0.006, 0.142, 0.022, -0.042, 0.084, 0.180]
}

=====

Number 1: E -4987.2834 hartree. Number 2: E -382.1668 hartree. Number 3: E -1870.4563 hartree.